Here is C23H42Cl2N2O3PZn as an isolated structure from the Open Molecules 2025 dataset. Energies are from ωB97M-V with the def2-TZVPD basis set.

```
74
Properties=species:S:1:pos:R:3:forces:R:3
O 0.754651 -0.376914 -2.952614 -0.7 0.3 0.6
C -0.343431 0.176111 -3.240887 -0.4 0.2 -0.6
C -0.333142 1.622410 -3.716840 0.3 -0.4 -0.3
C 0.252256 2.658483 -2.999949 0.3 0.2 -0.5
H 0.506214 2.482349 -1.962615 0.2 0.0 -0.1
C 0.547562 3.867288 -3.636904 -0.2 -0.2 0.3
H 1.096250 4.624993 -3.085925 -0.1 0.1 0.0
C 0.169409 4.093329 -4.956161 -0.2 -0.4 -0.1
H 0.403281 5.037722 -5.449234 -0.1 -0.2 0.1
C -0.507342 3.076677 -5.642120 -0.1 -0.2 0.0
H -0.838536 3.239623 -6.667357 0.1 0.0 0.2
C -0.745598 1.834362 -5.036219 0.2 0.7 0.2
H -1.238372 1.016390 -5.572880 0.2 0.3 0.1
H -0.928885 -0.390719 -3.996517 -0.7 -0.1 0.5
C -2.653493 -1.128867 -2.030031 -1.0 0.4 0.2
C -1.973901 0.231698 -1.936585 -0.1 0.5 -3.1
H -3.582233 -1.038198 -2.615869 0.1 -0.1 0.0
H -2.972751 -1.530038 -1.048017 0.4 -0.1 -0.4
H -1.994394 -1.826185 -2.557524 -0.1 0.0 0.4
C -2.692730 1.396438 -2.008796 -0.3 -0.8 0.7
C -4.190209 1.547584 -1.782710 -0.3 0.0 -0.5
H -2.184240 2.359253 -2.168461 0.0 -0.5 0.2
H -4.688525 1.955563 -2.669971 0.2 0.0 -0.3
H -4.441580 2.278506 -1.003054 0.4 -0.3 0.1
H -4.707654 0.610851 -1.548369 0.3 0.2 0.1
Zn -1.494583 0.390542 -0.013265 1.9 -0.1 0.7
Cl 0.439147 1.482430 0.160062 0.4 0.6 0.1
Cl -3.296649 0.593794 1.151376 -0.9 0.0 0.9
H 4.527737 1.558893 -3.064449 -0.1 0.1 0.0
H 5.267847 1.465502 -0.557365 -0.1 0.0 0.1
C 3.504320 1.560901 -2.657686 0.1 -0.3 0.3
C 4.206422 1.362593 -0.281975 -0.1 0.3 -0.2
N 3.465588 0.820352 -1.404820 0.5 0.2 0.3
H 2.820722 1.075279 -3.357011 0.0 0.2 0.0
C 2.928874 -0.410671 -1.350022 -0.3 -0.9 0.3
O 2.849640 -1.141395 -0.349877 0.5 0.8 -0.7
H 4.112663 0.692150 0.575411 -0.1 0.2 -0.2
H 2.514565 -0.716034 -2.319114 0.2 0.0 0.3
H 3.196408 2.604097 -2.498107 0.0 -0.3 0.0
H 3.825781 2.366279 -0.036537 0.0 -0.3 0.1
H -0.538453 -5.362310 0.639478 0.0 0.1 -0.1
H 1.521288 -5.425281 -1.220475 -0.1 0.1 0.0
C -1.013124 -4.741906 -0.132021 0.1 0.2 -0.2
C 0.872025 -4.729580 -1.769712 0.1 0.4 0.3
N -0.007886 -3.979421 -0.872248 -0.4 -1.2 0.2
H -1.702262 -4.035507 0.341387 0.2 -0.2 -0.1
C 0.136143 -2.667479 -0.651174 -0.4 2.1 0.2
O -0.674525 -1.950599 -0.021626 0.9 -1.4 -0.7
H 1.502942 -4.022135 -2.318530 -0.1 -0.1 0.1
H 1.058387 -2.243205 -1.086395 -0.4 0.0 0.1
H -1.557958 -5.402712 -0.812161 0.0 0.1 0.0
H 0.292014 -5.322328 -2.488228 -0.1 0.2 0.1
C 2.480665 -0.291944 3.106471 0.2 -0.1 0.0
C 1.221368 -1.091404 3.443585 -0.1 0.0 0.2
P -0.318215 -0.391109 2.703401 -0.2 -0.2 -0.4
C -1.532712 -1.693827 3.209495 0.2 0.4 -0.2
C -1.842871 -1.861926 4.681672 -0.3 -0.5 0.3
C -0.646438 1.119131 3.730218 0.1 -0.3 -0.2
C -0.424748 1.060904 5.236112 -0.1 0.6 0.3
H 2.731962 -0.396174 2.042551 -0.2 0.1 0.2
H 3.327758 -0.681044 3.686629 0.0 0.1 -0.1
H 2.384186 0.775849 3.343492 -0.1 -0.2 -0.1
H 1.320683 -2.104652 3.024588 -0.1 0.2 0.2
H 1.083616 -1.185961 4.534095 0.2 -0.1 -0.3
H -2.433458 -1.463376 2.613755 0.3 -0.3 0.3
H -1.088809 -2.624150 2.809935 -0.2 0.3 0.0
H -2.463637 -1.051230 5.083609 0.2 -0.2 -0.2
H -2.403202 -2.798619 4.801717 0.0 0.1 0.3
H -0.933167 -1.947957 5.290523 -0.2 0.1 -0.1
H 0.002169 1.888027 3.275051 -0.3 -0.2 0.1
H -1.683963 1.392323 3.482704 0.3 0.0 0.1
H 0.511613 0.570605 5.522983 -0.1 0.0 -0.1
H -0.377477 2.092114 5.616648 0.0 -0.2 0.1
H -1.250301 0.564063 5.752056 0.2 0.0 0.0
```
Positions in Å, forces in eV/Å.

Charge ... -1
HOMO level ... -0.15933 Ha

Here is an isolated molecule of C4H3N3 from the Open Molecules 2025 dataset. Energies are from ωB97M-V with the def2-TZVPD basis set.

```
10
Properties=species:S:1:pos:R:3:forces:R:3
N -2.345090 1.656915 0.944859 0.5 0.6 -0.3
C -1.336534 1.583250 0.383656 -1.4 2.3 0.3
C -0.231227 0.991515 -0.235480 -1.3 -3.7 1.4
N 1.018351 1.050649 -0.603038 -1.0 -0.2 0.3
C 1.459487 -0.248527 -0.533527 0.3 -0.2 -0.1
C 0.487744 -1.091833 -0.061325 0.8 -0.6 -0.3
N -0.630741 -0.402183 0.120251 1.2 0.5 -0.4
H 2.452822 -0.555671 -0.814041 0.1 0.3 0.0
H 0.537897 -2.132010 0.177273 0.1 -0.4 -0.1
H -1.437422 -0.824783 0.624380 0.7 1.3 -0.8
```
Positions in Å, forces in eV/Å.

HOMO level ... -0.34049 Ha
Structure (SMILES) ... N#Cc1ncc[nH]1

Here is C15H18N4O4PtS3 as an isolated structure from the Open Molecules 2025 dataset. Energies are from ωB97M-V with the def2-TZVPD basis set.

```
45
Properties=species:S:1:pos:R:3:forces:R:3
Pt 1.206692 1.298015 -0.446998 -2.4 -0.3 -0.6
N -4.067156 -1.813930 2.409205 0.2 0.1 0.0
C -3.034433 -1.872194 1.481791 -0.1 0.0 0.1
C -1.935979 -2.709520 1.696345 0.0 -0.1 0.0
C -0.880991 -2.724507 0.801603 0.0 0.1 -0.1
C -0.907539 -1.895638 -0.317190 -0.1 0.0 0.2
C -2.004819 -1.077272 -0.549847 0.0 -0.1 0.0
C -3.056368 -1.059807 0.346343 -0.1 0.0 0.0
S 0.423408 -1.972308 -1.462429 0.0 0.2 0.1
O -0.102475 -1.635509 -2.760328 0.0 0.0 0.0
O 1.064232 -3.236799 -1.250249 0.0 -0.1 -0.1
N 1.422189 -0.776106 -0.922882 0.9 0.3 -0.2
C 2.647920 -0.655885 -1.551567 0.0 -0.3 0.1
N 3.182361 -1.555593 -2.376560 0.0 0.1 0.0
C 4.389703 -1.266911 -2.850610 -0.1 -0.1 0.0
C 5.085856 -0.107788 -2.535470 0.0 0.0 -0.1
C 4.429276 0.784835 -1.711509 -0.1 -0.1 0.0
N 3.225754 0.515060 -1.227819 0.8 0.2 0.2
H -4.162865 -2.603906 3.024076 0.0 0.0 0.0
H -4.943996 -1.444733 2.084516 0.0 0.0 0.0
H -1.922632 -3.362821 2.562651 0.0 0.0 0.0
H -0.033166 -3.382284 0.947096 0.0 0.0 0.0
H -2.038875 -0.473228 -1.444080 0.0 0.0 0.0
H -3.914856 -0.421163 0.163988 0.0 0.0 0.0
H 4.815382 -1.999200 -3.530156 0.0 0.0 0.0
H 6.068118 0.098281 -2.934584 0.0 0.0 0.0
H 4.860300 1.739695 -1.435482 0.0 0.0 0.0
C -0.698341 0.633305 2.274388 0.0 0.1 0.0
C 0.712511 0.844989 2.718356 0.1 0.0 0.2
C 1.067339 0.702858 4.179366 0.0 0.0 0.0
O 1.606320 1.111437 1.932671 0.1 0.0 -0.3
H -1.389811 0.504557 3.104079 0.0 0.0 0.0
H -0.723613 -0.251248 1.640052 0.0 0.0 0.0
H -1.002493 1.477914 1.654616 0.0 0.0 0.0
H 0.190895 0.643309 4.821040 0.0 0.0 0.0
H 1.701656 1.536863 4.479808 0.0 0.0 0.0
H 1.658128 -0.209386 4.298243 0.0 0.0 0.0
C -2.518982 3.644164 -2.758518 0.2 0.0 0.0
O -1.500706 4.042865 -1.824177 -0.1 0.0 -0.1
C -0.622055 3.136824 -1.446450 -0.4 0.6 -0.3
S 0.486161 3.513750 -0.250286 0.7 -0.2 0.4
S -0.466525 1.598068 -2.081493 0.5 -0.3 0.4
H -3.149928 4.516063 -2.886208 0.0 0.0 0.0
H -3.091745 2.810078 -2.356137 0.0 0.0 0.0
H -2.073834 3.354789 -3.709196 0.0 0.0 0.0
```
Positions in Å, forces in eV/Å.

HOMO level ... -0.28723 Ha

Here is CdH12O6 as an isolated structure from the Open Molecules 2025 dataset. Energies are from ωB97M-V with the def2-TZVPD basis set.

```
19
Properties=species:S:1:pos:R:3:forces:R:3
Cd 0.153205 0.099119 -0.009071 0.1 -1.0 0.4
O -0.821787 -1.610377 1.229107 -0.1 -0.5 0.6
H -0.280384 -2.347799 1.551452 -0.2 0.1 0.0
H -1.602283 -1.619060 1.805402 0.1 0.0 -0.2
O 0.906586 1.613861 -1.315366 0.0 1.5 -1.2
H 1.651459 2.162093 -1.616833 0.0 -0.3 0.2
H 0.125962 2.007416 -1.741697 0.3 0.0 -0.2
O 1.650248 0.331939 1.465755 1.2 0.3 1.6
H 2.617132 0.430717 1.489942 -0.2 -0.1 -0.2
H 1.357543 0.519383 2.373769 0.1 -0.1 -0.2
O 1.067850 -1.594182 -0.943354 0.8 -1.5 -1.0
H 1.078528 -2.491341 -0.575622 0.0 0.2 -0.1
H 1.399186 -1.697222 -1.851478 0.0 0.1 0.2
O -1.404690 -0.269997 -1.439339 -1.5 0.0 -1.4
H -1.398447 -0.901209 -2.177280 0.1 0.1 0.2
H -2.246751 0.207398 -1.527293 0.2 -0.1 0.1
O -1.236315 1.417570 0.911329 -1.1 1.7 0.8
H -2.021558 1.380743 1.483852 0.2 -0.1 -0.2
H -0.995487 2.360941 0.886728 -0.1 -0.2 0.1
```
Positions in Å, forces in eV/Å.

Charge ... +2
HOMO level ... -0.74034 Ha